No. 1
C25H53AlFO2S | ωB97M-V/def2-TZVPD

Values from the calculation:
Lowest unoccupied orbital energy, hartree: 0.0674
HOMO-LUMO gap, eV: 6.1

```
! RIJCOSX wB97M-V def2-TZVPD def2/J DEFGRID3
* xyz -1 1
C -0.43588 -3.34347 3.02048
C -1.50646 -4.38603 2.67788
C -2.27424 -3.92316 1.43197
C -1.61003 -4.38663 0.13505
C -2.59379 -4.55441 -1.02118
C -3.00852 -3.19887 -1.61382
C -2.43267 -2.93954 -3.01872
C -1.50944 -1.69460 -3.10977
C -1.74498 -0.88556 -4.38885
C -0.53028 -0.07303 -4.89389
C 0.28348 0.53262 -3.74913
C 1.24555 1.64434 -4.18296
C 2.33759 1.89308 -3.10661
Al 2.57817 3.84386 -2.58645
C 2.17797 3.96658 -0.58827
C 0.75426 3.47017 -0.29337
C -0.22665 4.60929 -0.04909
C -1.66413 4.09037 0.17510
C -2.74108 4.86287 -0.60826
C 4.54022 4.35113 -3.01657
F 5.34782 3.22716 -2.61756
C 4.68301 4.51237 -4.54137
C 5.24036 3.28337 -5.24641
H -0.90759 -2.40896 3.28372
H 0.22555 -3.23010 2.16395
H 0.18446 -3.65488 3.85746
H -2.17341 -4.48586 3.53052
H -1.00343 -5.32488 2.46295
H -2.36350 -2.84440 1.47853
H -3.26938 -4.36718 1.46396
H -1.15762 -5.35983 0.31863
H -0.81083 -3.71898 -0.17704
H -2.09369 -5.16942 -1.76388
H -3.45648 -5.12923 -0.69575
H -4.09158 -3.15357 -1.69488
H -2.73551 -2.39044 -0.94669
H -1.84179 -3.78425 -3.35317
H -3.22077 -2.82029 -3.75764
H -1.63209 -1.05702 -2.24299
H -0.48549 -2.05208 -3.05773
H -2.06961 -1.56900 -5.17133
H -2.54295 -0.17853 -4.17755
H 0.11502 -0.72308 -5.48047
H -0.92715 0.71730 -5.52821
H -0.37409 0.95104 -2.99057
H 0.90267 -0.25063 -3.33164
H 0.68499 2.55617 -4.38635
H 1.73285 1.34771 -5.11146
H 2.03070 1.36590 -2.20132
H 3.25989 1.40782 -3.41832
H 1.61035 4.82823 -3.44655
H 2.32546 4.96430 -0.17623
H 2.86636 3.26653 -0.11249
H 0.35069 2.88574 -1.12649
H 0.74229 2.80631 0.57414
H 0.07763 5.15054 0.84444
H -0.16713 5.27141 -0.91015
H -1.88368 4.18439 1.23282
H -1.68848 3.03955 -0.09101
H -3.31799 4.20994 -1.25583
H -3.45313 5.33632 0.06327
H -2.29483 5.65724 -1.19818
H 4.88431 5.23669 -2.48657
H 5.35173 5.34840 -4.77757
H 3.72404 4.74713 -5.00064
H 4.77654 2.36810 -4.89668
H 5.04928 3.35412 -6.31366
H 6.30437 3.16456 -5.07795
C 0.64188 -1.99656 8.59980
C 0.35743 -3.43351 8.14152
C -1.07576 -3.46511 7.59506
S -1.41348 -1.80912 6.98281
O -2.45730 -1.22465 7.78669
O -1.49835 -1.83814 5.54683
C 0.15261 -1.09541 7.47057
H 1.69973 -1.83849 8.80452
H 0.08555 -1.78189 9.51499
H 1.05890 -3.70864 7.35149
H 0.48208 -4.14899 8.95332
H -1.19199 -4.16978 6.77528
H -1.80303 -3.68099 8.37533
H -0.00184 -0.06132 7.76856
H 0.81631 -1.14210 6.60763
*
```

Löwdin analysis output, partial charges in e: -0.12 -0.26 -0.22 -0.22 -0.21 -0.19 -0.19 -0.21 -0.22 -0.21 -0.25 -0.30 -0.24 0.36 -0.26 -0.33 -0.24 -0.25 -0.11 -0.34 -0.16 -0.29 -0.13 0.05 0.07 0.06 0.09 0.09 0.11 0.11 0.10 0.11 0.10 0.10 0.10 0.09 0.10 0.09 0.10 0.10 0.10 0.11 0.11 0.10 0.11 0.10 0.07 0.09 0.04 0.03 -0.05 0.03 0.04 0.08 0.10 0.10 0.10 0.09 0.09 0.06 0.05 0.06 0.07 0.09 0.07 0.05 0.06 0.06 -0.22 -0.22 -0.22 0.66 -0.32 -0.32 -0.23 0.11 0.12 0.12 0.11 0.10 0.10 0.11 0.11

---

No. 2
C25H53AlN3O11PS2 | ωB97M-V/def2-TZVPD

Values from the calculation:
Lowest unoccupied orbital energy, hartree: -0.1653
HOMO-LUMO gap, eV: 1.6

```
! RIJCOSX wB97M-V def2-TZVPD def2/J DEFGRID3
* xyz 0 1
C 3.69264 -1.74735 3.55839
C 3.61963 -0.48497 2.57383
C 4.53639 -0.32864 1.26809
C 2.63502 0.54895 2.88095
C 1.41352 0.67156 1.85228
C 0.43288 1.91868 2.15369
C 0.15563 2.85621 0.88516
C 1.49174 3.77712 0.70517
C -0.06706 2.07154 -0.49123
C -1.06103 0.81690 -0.39802
P -0.84639 -0.43464 -1.80963
C -2.19010 -1.74491 -1.57367
C -2.17059 -2.45965 -0.13999
C -2.92019 -1.64946 1.03615
C -4.07743 -2.47282 1.77771
S -5.80183 -2.10827 1.14543
C -6.25490 -0.43970 1.80505
N -6.01090 0.06896 3.13058
N -6.46819 1.35686 3.20487
C -7.02017 1.67206 1.91952
O -6.91050 0.55841 1.04941
H 3.85690 -1.47828 4.65360
H 4.47218 -2.50865 3.18276
H 2.66501 -2.26638 3.49227
H 5.30880 0.50609 1.34172
H 5.00158 -1.34936 1.01790
H 3.84081 -0.08419 0.38113
H 2.79506 1.22758 3.77870
H 0.85357 -0.34012 1.87016
H 1.89192 0.72039 0.80109
H 0.78110 2.48473 3.08874
H -0.58477 1.44591 2.44185
H -0.76963 3.50292 1.11702
H 1.40066 4.59748 1.51133
H 1.53154 4.19312 -0.35289
H 2.38881 3.11592 0.97634
H -0.54381 2.81932 -1.23026
H 0.93218 1.75414 -0.96538
H -2.13867 1.19537 -0.39045
H -0.93166 0.20167 0.56804
H 0.46921 -1.02320 -1.78428
H -1.02200 0.14170 -3.10950
H -3.21928 -1.30482 -1.79349
H -1.96482 -2.56392 -2.35678
H -1.08280 -2.67144 0.17828
H -2.66719 -3.49638 -0.19915
H -2.09142 -1.29847 1.76061
H -3.39869 -0.68476 0.63843
H -4.09797 -2.19203 2.89288
H -3.85156 -3.60189 1.75592
H -7.47408 2.66619 1.61967
O -5.75248 2.03730 6.34514
H -6.06528 1.53665 5.60468
O -3.38773 3.55364 7.18981
H -4.14529 2.95419 7.26246
H -2.96650 3.29451 6.36313
C 0.51242 -3.52295 -3.45434
O 0.18883 -2.46614 -4.01072
O 0.07350 -3.91503 -2.34025
O 1.32852 -4.35962 -3.91394
Al -7.09971 2.92462 4.91477
O 2.63866 3.37744 -2.65084
S 2.58478 2.95712 -4.02777
O 3.33088 1.82723 -4.50838
O 2.89498 4.22732 -4.97734
C 4.09853 4.96652 -4.75627
C 5.30914 4.24285 -5.31380
C 0.88842 2.74680 -4.49019
H 4.22412 5.18683 -3.69199
H 3.98088 5.92181 -5.27216
H 5.51078 3.32561 -4.75624
H 6.19664 4.87625 -5.25408
H 5.14356 3.95833 -6.35562
H 0.32432 3.62439 -4.17541
H 0.51259 1.85752 -3.98485
H 0.82892 2.61387 -5.56996
C -4.70276 -6.94865 -3.09112
C -4.17964 -5.57370 -2.77641
O -3.47275 -4.95203 -3.55624
N -4.51554 -5.01882 -1.57780
C -5.33338 -5.58058 -0.52410
H -4.35063 -7.25234 -4.07705
H -4.33476 -7.66775 -2.35609
H -5.79488 -6.94186 -3.10112
H -4.12675 -4.09724 -1.44155
H -6.17912 -4.90944 -0.35640
H -4.73118 -5.63250 0.38634
H -5.70212 -6.57342 -0.77062
C 8.40524 1.29246 2.59171
C 8.52238 0.49001 1.27551
O 7.30105 0.06981 0.95514
H 8.02068 0.67685 3.41058
H 9.39385 1.65841 2.89272
H 7.75344 2.16433 2.47967
H 9.30105 -0.27085 1.46993
H 9.04319 1.16478 0.57105
*
```

Löwdin analysis output, partial charges in e: -0.08 -0.25 -0.07 -0.09 -0.20 -0.19 -0.35 -0.07 -0.24 -0.32 1.08 -0.33 -0.22 -0.25 -0.44 0.89 -0.49 0.04 -0.12 -0.08 -0.02 0.08 0.08 0.08 0.07 0.08 0.08 0.11 0.10 0.10 0.12 0.10 0.14 0.09 0.07 0.09 0.12 0.10 0.11 0.06 0.06 0.04 0.11 0.08 0.13 0.10 0.11 0.09 0.09 0.09 0.14 -0.42 -0.22 -0.09 -0.01 0.02 -0.97 0.04 0.11 0.19 0.65 -0.29 0.60 -0.26 -0.26 -0.27 -0.07 -0.12 0.12 0.12 0.07 0.08 0.09 0.07 0.04 0.08 -0.01 -0.54 0.04 0.00 -0.08 0.09 0.09 0.09 0.10 0.07 0.08 0.08 -0.10 -0.48 -0.16 0.07 0.06 0.07 0.10 0.09